a) ORCA calculation (ωB97M-V/def2-TZVPD) on a molecular structure, H16O8Sr.

Summary:
- Multiplicity: 1
- Kohn-Sham gap: 12.5049 eV
- Charge: +2
- HOMO level: -18.740 eV
- LUMO energy: -6.235 eV

Each line ends with the Mulliken charge.
Geometry (Å):
Sr  4.106  -11.473  2.490  1.718
O  3.941  -9.148  3.516  -0.563
H  4.153  -8.694  2.690  0.295
H  4.311  -8.587  4.214  0.296
O  3.558  -14.055  3.448  -0.486
H  3.922  -14.749  4.016  0.270
H  2.623  -14.285  3.353  0.289
O  2.299  -12.832  0.740  -0.505
H  2.532  -12.962  -0.189  0.281
H  1.673  -13.544  0.930  0.275
O  5.607  -13.015  1.222  -0.555
H  5.770  -13.970  1.221  0.265
H  6.202  -12.661  0.542  0.286
O  4.907  -11.908  4.887  -0.532
H  5.788  -11.585  5.133  0.305
H  4.669  -12.549  5.570  0.259
O  3.860  -10.032  0.417  -0.532
H  3.581  -10.281  -0.477  0.262
H  3.799  -9.065  0.421  0.264
O  6.689  -10.275  2.893  -0.472
H  6.902  -9.412  3.272  0.288
H  7.497  -10.549  2.434  0.277
O  1.678  -10.908  2.986  -0.508
H  0.894  -11.366  2.651  0.260
H  1.351  -10.311  3.676  0.265

---

b) ORCA calculation (ωB97M-V/def2-TZVPD) on a molecular structure, H16O8Sr.

Summary:
- Multiplicity: 1
- Kohn-Sham gap: 12.3326 eV
- Charge: +2
- HOMO level: -18.984 eV
- LUMO energy: -6.652 eV

Each line ends with the Mulliken charge.
Geometry (Å):
Sr  -0.090  0.168  -0.283  1.681
O  -1.477  2.319  -0.024  -0.549
H  -2.420  2.400  0.266  0.283
H  -1.216  3.168  -0.441  0.307
O  0.995  1.214  2.021  -0.498
H  1.911  1.322  1.888  0.315
H  0.822  1.080  2.978  0.265
O  1.591  2.176  -0.647  -0.605
H  2.430  1.711  -0.678  0.283
H  1.658  2.728  0.148  0.325
O  -2.543  -0.802  -0.098  -0.590
H  -2.754  -1.414  0.663  0.297
H  -2.915  -1.247  -0.841  0.317
O  0.129  -2.402  -1.274  -0.560
H  -0.615  -2.985  -1.079  0.314
H  0.878  -2.842  -0.851  0.302
O  -0.034  -1.418  1.688  -0.450
H  0.742  -1.443  2.259  0.264
H  -0.449  -2.161  2.149  0.250
O  -1.296  0.490  -2.536  -0.534
H  -1.001  0.121  -3.363  0.277
H  -2.232  0.630  -2.523  0.286
O  2.302  -0.803  0.087  -0.522
H  3.144  -0.338  -0.059  0.262
H  2.439  -1.671  0.549  0.279

---

Stability comparison, relative energies in hartree: a) 0.0000; b) 0.0264

---

a) ORCA calculation (ωB97M-V/def2-TZVPD) on a single H4P4S molecule.

Summary:
- Multiplicity: 1
- Kohn-Sham gap: 6.8956 eV
- Charge: 0
- HOMO level: -8.580 eV
- LUMO energy: -1.685 eV

Each line ends with the Mulliken charge.
Geometry (Å):
P  0.171  -0.697  -0.650  0.027
P  -2.139  -0.253  -0.302  0.054
P  2.963  0.921  0.139  -0.141
P  0.736  1.019  0.361  0.134
S  -3.529  0.888  0.651  -0.363
H  -2.428  -1.405  0.247  0.077
H  -2.290  -0.586  -1.600  0.098
H  3.181  -0.398  -0.242  0.039
H  3.333  0.512  1.396  0.074

---

b) ORCA calculation (ωB97M-V/def2-TZVPD) on a single H4P4S molecule.

Summary:
- Multiplicity: 1
- Kohn-Sham gap: 6.5741 eV
- Charge: 0
- HOMO level: -8.372 eV
- SMILES: PP(P)#P=S
- LUMO energy: -1.798 eV

Each line ends with the Mulliken charge.
Geometry (Å):
P  0.794  1.847  -0.739  0.164
P  -1.336  -0.147  1.234  -0.069
P  -0.011  -1.179  -1.767  -0.140
P  0.514  -0.173  0.093  0.051
S  0.119  3.062  0.753  -0.313
H  -0.703  0.831  2.150  0.079
H  -0.877  -1.075  2.051  0.068
H  0.512  -2.523  -1.312  0.096
H  0.987  -0.643  -2.464  0.064

---

Stability comparison, relative energies in hartree: a) 0.0259; b) 0.0000